{"formula": "C31H22AuCl8O2P2Si", "method": "ωB97M-V/def2-TZVPD", "elements": ["Au", "O", "P", "C", "P", "O", "C", "C", "C", "C", "C", "C", "C", "C", "C", "C", "C", "C", "C", "C", "C", "C", "C", "C", "C", "C", "C", "C", "C", "C", "H", "H", "H", "H", "H", "H", "H", "H", "H", "H", "H", "H", "H", "H", "H", "H", "H", "H", "H", "H", "H", "H", "Cl", "Si", "Cl", "Cl", "Cl", "C", "C", "C", "Cl", "C", "Cl", "C", "Cl", "C", "Cl"], "positions_angstrom": [[-0.327050, 0.181556, 0.015596], [1.721075, -0.298273, 0.020795], [2.703290, -0.502314, 1.165715], [2.300398, 0.619208, 2.524847], [0.699594, 0.157006, 3.262165], [-0.232972, -0.422422, 2.226860], [0.048630, 1.625326, 4.046930], [-1.218665, 1.492499, 4.620092], [-1.824737, 2.582258, 5.217849], [-1.169640, 3.807516, 5.250971], [0.091528, 3.942606, 4.691157], [0.703751, 2.852541, 4.087954], [1.047811, -1.037728, 4.544567], [0.475632, -2.302363, 4.460257], [0.726712, -3.233412, 5.458245], [1.544530, -2.901001, 6.527765], [2.111333, -1.633849, 6.614319], [1.857318, -0.697029, 5.627793], [2.657726, -2.174848, 1.784944], [3.544707, -2.560931, 2.791171], [3.501013, -3.851811, 3.285161], [2.583448, -4.759390, 2.766867], [1.709400, -4.380149, 1.759309], [1.741433, -3.083037, 1.265809], [4.367262, -0.163216, 0.628214], [5.108814, 0.918499, 1.095895], [6.379411, 1.151789, 0.590548], [6.901891, 0.312909, -0.382088], [6.161889, -0.764433, -0.854561], [4.896603, -1.006661, -0.351121], [2.223756, 1.619780, 2.091006], [3.089921, 0.613021, 3.278714], [-1.734003, 0.539453, 4.583458], [-2.809289, 2.479714, 5.653596], [-1.645309, 4.660004, 5.717417], [0.600537, 4.896497, 4.721302], [1.689238, 2.977147, 3.658760], [-0.154672, -2.548782, 3.615477], [0.282369, -4.218251, 5.399657], [1.736221, -3.628125, 7.305968], [2.738419, -1.375535, 7.457048], [2.279262, 0.299452, 5.709748], [4.273253, -1.859066, 3.183221], [4.183487, -4.154544, 4.067918], [2.555575, -5.771476, 3.149272], [1.003737, -5.093099, 1.354154], [1.061118, -2.778238, 0.480410], [4.707834, 1.584955, 1.848786], [6.958132, 1.990010, 0.954075], [7.892496, 0.497918, -0.775572], [6.573555, -1.415473, -1.613681], [4.320439, -1.849392, -0.715321], [-1.565454, 1.728415, -3.130413], [-0.047831, 1.637851, -1.795111], [1.622656, 1.063797, -2.787931], [0.314937, 3.469772, -1.001927], [-2.136948, 2.615498, 1.496206], [-2.985548, 1.531982, 0.455471], [-2.297379, 0.514821, -0.194481], [-3.015015, -0.391638, -0.962714], [-2.161227, -1.681944, -1.737949], [-4.389856, -0.280388, -1.120230], [-5.249361, -1.405442, -2.084115], [-5.065701, 0.763874, -0.486768], [-6.758871, 0.924837, -0.678300], [-4.366519, 1.666474, 0.312079], [-5.200789, 2.930077, 1.117048]], "atomic_forces_ev_per_a": [[0.269, 0.580, 0.189], [0.085, -0.022, 0.146], [-0.078, -0.024, -0.175], [-0.009, -0.001, -0.037], [-0.040, 0.116, 0.091], [-0.053, -0.210, -0.169], [-0.035, -0.010, 0.030], [0.026, 0.006, 0.020], [0.006, -0.011, 0.006], [-0.002, 0.000, 0.005], [0.005, 0.002, -0.004], [-0.020, -0.019, 0.007], [-0.102, -0.048, 0.008], [0.009, 0.003, 0.012], [-0.004, 0.010, 0.006], [-0.004, 0.000, -0.006], [0.005, 0.003, -0.001], [0.017, -0.014, -0.024], [0.020, -0.033, -0.004], [0.008, -0.014, -0.020], [0.002, 0.002, 0.001], [0.005, -0.004, -0.003], [0.004, 0.010, -0.010], [-0.011, -0.002, 0.013], [0.000, 0.071, -0.020], [-0.002, -0.021, -0.021], [-0.002, 0.002, 0.005], [0.001, 0.002, 0.003], [-0.002, -0.007, -0.001], [0.018, -0.002, 0.036], [0.021, 0.001, -0.027], [-0.038, 0.010, 0.050], [0.001, 0.002, -0.003], [0.001, 0.003, 0.000], [0.000, -0.001, -0.004], [-0.001, -0.001, 0.000], [0.005, 0.001, -0.008], [-0.002, 0.003, 0.013], [0.000, 0.003, 0.000], [0.003, 0.001, -0.003], [-0.002, 0.000, 0.000], [-0.012, 0.001, 0.008], [0.001, -0.002, -0.005], [-0.003, 0.000, -0.002], [0.003, 0.001, 0.000], [0.003, 0.002, 0.000], [0.007, 0.005, 0.005], [-0.002, 0.007, -0.005], [0.000, -0.003, -0.001], [-0.001, 0.001, 0.000], [0.000, 0.002, 0.001], [-0.002, 0.005, -0.001], [0.007, 0.065, 0.046], [-0.124, -0.327, -0.212], [-0.010, -0.077, -0.011], [-0.070, -0.019, 0.102], [0.095, 0.015, -0.090], [0.037, -0.099, 0.021], [0.015, 0.102, 0.148], [0.039, -0.034, -0.038], [-0.026, -0.014, -0.033], [-0.065, 0.002, -0.016], [0.001, -0.012, -0.006], [-0.015, 0.011, 0.001], [-0.012, -0.003, -0.003], [0.026, -0.003, -0.002], [0.003, -0.012, -0.007]], "mulliken_charge": [0.4398, -0.3221, 0.9334, -1.6836, 0.8737, -0.5887, 0.9719, -0.5730, -0.6379, -0.5294, -0.7526, -0.4429, 0.5760, -0.3606, -0.6081, -0.5058, -0.8140, -0.6103, 0.6525, -0.4195, -0.7560, -0.4905, -0.6416, -0.4626, 0.4998, -0.2092, -0.7547, -0.4671, -0.7149, -0.6637, 0.7717, 0.9037, 0.4493, 0.4456, 0.4184, 0.4342, 0.3592, 0.3981, 0.4699, 0.4318, 0.4498, 0.4122, 0.3995, 0.4864, 0.4521, 0.4483, 0.4429, 0.3353, 0.4275, 0.4105, 0.4197, 0.4140, -0.1719, 0.3485, -0.2486, -0.1973, -0.0452, 0.8950, -1.4574, 0.8444, -0.1651, 0.1344, -0.1715, 0.3697, -0.1627, 0.0878, -0.1787], "total_energy_ev": -166928.4281, "orbital_gap_ev": 8.02, "de_lowest_kcal_mol": 0.0, "charge": 1, "max_force_ha_per_bohr": 0.0130}